This record from the Open Molecules 2025 dataset describes a molecular structure, C40H31MoN11O2S2. The level of theory is ωB97M-V with the def2-TZVPD basis set.

Summary:
* HOMO-LUMO gap (alpha / beta): 6.3 / 6.3 eV
* energy above the lowest of the compared OMol25 structures with the same formula, charge and spin: 1.9 kcal/mol
* E_LUMO (alpha / beta): -1.28 / -1.28 eV
* total charge: 0

Element x y z (Å)
Mo (0.41857, -0.36518, -0.01948)
C (0.36244, 4.00740, -1.62626)
C (-0.22498, 3.96636, -2.88553)
C (-0.79748, 2.78491, -3.28785)
C (-0.77617, 1.66785, -2.44605)
N (-0.13880, 1.67984, -1.26244)
C (0.39019, 2.85283, -0.87693)
N (-1.51014, 0.58691, -2.91137)
C (-1.94643, -0.28868, -2.09407)
N (-1.63133, -0.45790, -0.74712)
C (-2.60061, -1.28647, -0.20637)
N (-2.84692, -1.56975, 1.01237)
C (-2.10377, -1.07899, 2.06829)
C (-2.74643, -1.12908, 3.31061)
C (-2.05809, -0.84059, 4.46132)
C (-0.70754, -0.53039, 4.35400)
C (-0.14595, -0.45640, 3.10171)
N (-0.82338, -0.68027, 1.95321)
C (-3.43010, -1.84224, -1.29968)
C (-4.46130, -2.76103, -1.28054)
C (-5.03691, -3.09133, -2.50166)
C (-4.60429, -2.49400, -3.68805)
C (-3.58716, -1.54672, -3.68758)
C (-3.00370, -1.25077, -2.47062)
H (0.81584, 4.90412, -1.22737)
H (-0.24205, 4.83762, -3.52695)
H (-1.29656, 2.67249, -4.23870)
H (0.87421, 2.85671, 0.07989)
H (-3.78146, -1.43747, 3.31367)
H (-2.54509, -0.89316, 5.42589)
H (-0.08558, -0.35860, 5.22020)
H (0.90227, -0.23621, 3.00940)
H (-4.79383, -3.20118, -0.34998)
H (-5.83765, -3.81819, -2.53805)
H (-5.07892, -2.76989, -4.62055)
H (-3.25708, -1.05875, -4.59476)
C (4.19699, 2.38277, -2.72332)
S (3.20349, 1.27506, -3.74389)
C (2.28156, 0.39878, -2.55266)
S (2.60987, 0.52097, -0.87817)
N (1.34697, -0.36203, -3.03184)
N (0.73645, -1.07112, -2.02637)
C (0.23247, -2.19912, -2.38955)
C (-0.24094, -3.06106, -1.33774)
C (-0.67858, -4.35976, -1.56549)
C (-0.92675, -5.18140, -0.48460)
C (-0.71159, -4.68450, 0.79395)
C (-0.31599, -3.37137, 0.94275)
N (-0.10880, -2.55274, -0.09543)
H (4.74830, 3.00253, -3.42870)
H (4.90441, 1.82869, -2.11164)
H (3.55901, 3.00649, -2.10013)
H (0.28096, -2.50092, -3.42828)
H (-0.79108, -4.70429, -2.58420)
H (-1.26009, -6.19941, -0.63299)
H (-0.83730, -5.29005, 1.67974)
H (-0.15992, -2.96933, 1.92988)
N (1.85217, -1.47621, 1.10082)
C (2.40722, -2.05473, 1.93470)
C (2.89423, -2.81415, 2.98259)
C (1.98531, -3.78686, 3.46571)
N (1.18244, -4.52571, 3.84686)
C (4.20499, -2.66571, 3.49363)
N (5.27076, -2.54802, 3.91591)
C (1.98839, 7.38141, 2.45380)
C (1.96284, 5.88185, 2.33256)
C (0.81826, 5.15621, 2.62999)
C (0.77950, 3.76950, 2.52442)
C (-0.49572, 3.04741, 2.87863)
C (1.93502, 3.09476, 2.11948)
C (3.11408, 3.79850, 1.84569)
C (4.38615, 3.09877, 1.44870)
C (3.09903, 5.18422, 1.94239)
C (1.94738, 1.59739, 1.94395)
O (2.79881, 0.89787, 2.44224)
O (0.93503, 1.15705, 1.20338)
H (0.98191, 7.78770, 2.54434)
H (2.46664, 7.83791, 1.58655)
H (2.55381, 7.68676, 3.33628)
H (-0.07564, 5.68146, 2.94804)
H (-1.28687, 3.76288, 3.09795)
H (-0.35156, 2.42622, 3.76585)
H (-0.82975, 2.39520, 2.07390)
H (4.25074, 2.52826, 0.52822)
H (4.69982, 2.39031, 2.21463)
H (5.18016, 3.82705, 1.28993)
H (4.00722, 5.73320, 1.71691)